An isolated molecule of C11H21N3O4 in a non-equilibrium geometry, computed with ωB97M-V/def2-TZVPD.

Properties
Spin multiplicity ... 1
Molar mass ... 259.31 g/mol
Net charge ... 0
Structure (SMILES) ... CC[C@H](C)[C@H](N)C(=O)N[C@@H](CCC(N)=O)C(=O)O
Kohn-Sham gap ... 9.658 eV
HOMO ... -9.295 eV

Last column: natural (NBO) charge in e.
CARTESIAN COORDINATES (ANGSTROEM)
O 2.15 -1.05 2.33  -0.60
O 1.04 -1.06 4.20  -0.63
O -4.04 -0.98 2.23  -0.58
O 0.57 2.38 0.57  -0.62
N -3.84 -3.23 2.19  -0.81
N 2.49 -0.23 -0.98  -0.81
N 0.45 0.18 0.83  -0.63
C 0.51 0.62 -2.23  -0.17
C 1.59 0.90 -1.10  -0.16
C 2.09 2.10 -4.02  -0.63
C 1.11 1.04 -3.68  -0.42
C -3.36 -1.96 2.07  0.69
C -0.83 1.27 -2.06  -0.65
C -1.35 -0.49 2.54  -0.41
C 1.12 -0.77 2.93  0.77
C 0.83 1.28 0.14  0.69
C -1.79 -1.74 1.84  -0.53
C 0.06 0.10 2.20  -0.17
H 0.36 -0.60 4.60  0.48
H 0.11 1.15 2.52  0.27
H -1.24 0.82 -1.15  0.21
H 3.30 0.22 -0.54  0.36
H -1.63 -1.64 0.81  0.23
H 1.81 3.14 -3.61  0.21
H 3.07 2.15 -3.48  0.21
H 2.24 1.81 -1.26  0.22
H 2.37 1.99 -5.11  0.23
H 0.81 -0.68 0.44  0.39
H 0.40 -0.48 -2.27  0.20
H -1.05 -2.60 2.16  0.21
H -1.39 0.95 -2.93  0.22
H 2.27 -0.83 -0.15  0.36
H -3.08 -3.80 1.86  0.38
H 1.62 0.12 -3.92  0.22
H 0.16 1.36 -4.13  0.21
H -4.72 -3.40 1.74  0.40
H -0.69 2.31 -1.73  0.24
H -1.35 -0.64 3.64  0.19
H -2.16 0.31 2.51  0.26